C4H2CsNaO2 as an isolated structure, computed with ωB97M-V/def2-TZVPD.

## Properties
Relative energy (zero: lowest compared OMol25 entry of this formula, charge and spin) (kcal/mol): 57.5
Spin multiplicity: 1

Positions of all 10 atoms, in Å:
1 Cs 2.007 -3.464 1.056
2 Na -1.490 -0.709 -3.961
3 O 2.739 0.559 1.317
4 O 0.302 -0.877 -1.224
5 C 0.364 1.206 1.654
6 C -1.615 0.477 -0.764
7 C -0.916 -0.406 -1.295
8 C 1.459 0.812 1.213
9 H -0.381 1.415 2.388
10 H -2.470 0.986 -0.383

A 2-piece molecular cluster, C4H2F2O overall, computed with ωB97M-V/def2-TZVPD.

## Properties
Relative energy (zero: lowest compared OMol25 entry of this formula, charge and spin) (kcal/mol): 206.2
Spin multiplicity: 1

Positions of all 9 atoms, in Å:
1 F -1.254 3.266 -0.300
2 F -2.244 1.850 1.029
3 O 0.936 0.989 -0.586
4 C -1.453 1.000 -1.213
5 C -2.104 0.949 -2.279
6 C -1.322 1.966 0.027
7 C -0.351 0.932 -0.251
8 H 0.132 -0.809 1.858
9 H 1.026 1.362 -1.489

A 2-piece molecular cluster, C4H2F2O overall, computed with ωB97M-V/def2-TZVPD.

## Properties
Relative energy (zero: lowest compared OMol25 entry of this formula, charge and spin) (kcal/mol): 203.3
Spin multiplicity: 1

Positions of all 9 atoms, in Å:
1 F 0.200 -1.438 1.451
2 F 0.484 0.633 2.178
3 O 1.253 1.075 -0.894
4 C 0.200 -0.125 1.085
5 C 0.411 0.253 -0.272
6 C -2.156 0.553 -0.234
7 C -0.965 0.240 0.124
8 H 0.799 1.086 -1.752
9 H -0.226 -2.276 -1.686

A 2-piece molecular cluster, C4H2F2O2 overall, computed with ωB97M-V/def2-TZVPD.

## Properties
Relative energy (zero: lowest compared OMol25 entry of this formula, charge and spin) (kcal/mol): 67.3
Spin multiplicity: 1

Positions of all 10 atoms, in Å:
1 F 1.618 1.170 -1.267
2 F -2.635 -0.417 0.220
3 O 1.794 -1.283 0.774
4 O -0.476 -0.743 0.723
5 C -1.394 -0.033 -0.017
6 C 0.629 0.586 -0.531
7 C -0.769 0.766 -0.826
8 C 0.739 -0.282 0.474
9 H -0.775 1.681 -1.529
10 H 1.271 -1.444 1.978

An isolated molecule of C4H2FNO2, computed with ωB97M-V/def2-TZVPD.

## Properties
Relative energy (zero: lowest compared OMol25 entry of this formula, charge and spin) (kcal/mol): 24.0
Spin multiplicity: 1
Structure (SMILES): O=Cc1cnoc1F

Positions of all 10 atoms, in Å:
1 F -0.174 -0.885 -1.616
2 O 1.577 0.185 -0.751
3 O -2.406 -0.699 0.211
4 N 1.876 0.969 0.395
5 C -0.251 0.117 0.573
6 C 0.381 -0.276 -0.601
7 C -1.599 -0.103 0.881
8 C 0.817 0.883 1.161
9 H -1.892 0.288 1.868
10 H 0.873 1.272 2.154

C4H2HgO2 as an isolated structure, computed with ωB97M-V/def2-TZVPD.

## Properties
Relative energy (zero: lowest compared OMol25 entry of this formula, charge and spin) (kcal/mol): 136.8
Spin multiplicity: 2
Net charge: +1

Positions of all 9 atoms, in Å:
1 Hg 2.958 0.582 0.334
2 O 1.084 -0.353 0.740
3 O 0.869 -1.709 0.327
4 C -1.068 1.668 -0.443
5 C -1.006 1.116 0.668
6 C -0.259 -0.062 0.220
7 C -0.391 -1.383 -0.054
8 H -1.096 -2.111 -0.442
9 H -1.090 2.252 -1.351

An isolated molecule of C4H2IN, computed with ωB97M-V/def2-TZVPD.

## Properties
Relative energy (zero: lowest compared OMol25 entry of this formula, charge and spin) (kcal/mol): 56.6
Spin multiplicity: 1

Positions of all 8 atoms, in Å:
1 I 3.946 -0.643 -0.010
2 N 1.252 0.655 0.029
3 C 0.157 1.275 -0.038
4 C -1.000 0.719 -0.019
5 C 1.903 -0.354 0.055
6 C -1.792 -0.305 -0.002
7 H -2.158 -0.742 -0.915
8 H -2.308 -0.604 0.899

A 2-piece molecular cluster, C4H2INS overall, computed with ωB97M-V/def2-TZVPD.

## Properties
Relative energy (zero: lowest compared OMol25 entry of this formula, charge and spin) (kcal/mol): 29.9
Spin multiplicity: 1

Positions of all 9 atoms, in Å:
1 I -3.269 0.701 -0.502
2 S 0.008 -0.996 -1.675
3 N 0.580 -2.566 0.590
4 C 0.296 -1.904 -0.285
5 C 0.841 0.985 1.496
6 C 0.424 0.689 0.395
7 C -0.026 0.558 -0.900
8 H 1.132 1.256 2.475
9 H 0.012 1.277 -1.594

An isolated molecule of C4H2N2O, computed with ωB97M-V/def2-TZVPD.

## Properties
Relative energy (zero: lowest compared OMol25 entry of this formula, charge and spin) (kcal/mol): 58.5
Spin multiplicity: 1
Structure (SMILES): N#Cc1cocn1

Positions of all 9 atoms, in Å:
1 O 1.373 0.787 -0.498
2 N -0.888 0.422 -0.917
3 N -1.511 -2.091 1.880
4 C -1.490 -1.064 1.001
5 C 0.253 1.043 -1.268
6 C -0.570 -0.199 0.327
7 C 0.864 -0.076 0.510
8 H 1.557 -0.549 1.143
9 H 0.411 1.727 -2.179

An isolated molecule of C4H2N2S, computed with ωB97M-V/def2-TZVPD.

## Properties
Relative energy (zero: lowest compared OMol25 entry of this formula, charge and spin) (kcal/mol): 106.6
Spin multiplicity: 1

Positions of all 9 atoms, in Å:
1 S 1.071 1.951 0.564
2 N 0.863 1.076 4.352
3 N -0.081 -0.198 -0.442
4 C 0.847 1.153 3.192
5 C 0.454 0.922 -0.751
6 C -0.208 -0.942 0.495
7 C 0.722 1.076 1.860
8 H 0.609 1.253 -1.756
9 H -0.852 -1.563 1.054

An isolated molecule of C4H2N3P, computed with ωB97M-V/def2-TZVPD.

## Properties
Relative energy (zero: lowest compared OMol25 entry of this formula, charge and spin) (kcal/mol): 44.4
Spin multiplicity: 1
Structure (SMILES): N#C[PH2]=C(C#N)C#N

Positions of all 10 atoms, in Å:
1 P 0.519 -0.890 0.073
2 N -1.463 -2.804 0.565
3 N 0.394 2.433 1.987
4 N -0.553 1.704 -2.463
5 C 0.170 1.746 1.084
6 C -0.247 1.400 -1.360
7 C -0.081 0.794 0.049
8 C -0.998 -1.742 0.578
9 H 0.649 -1.172 -1.178
10 H 1.609 -1.468 0.665

An isolated molecule of C4H2O, computed with ωB97M-V/def2-TZVPD.

## Properties
Relative energy (zero: lowest compared OMol25 entry of this formula, charge and spin) (kcal/mol): 78.1
Spin multiplicity: 1

Positions of all 7 atoms, in Å:
1 O -0.404 0.916 -1.590
2 C 0.480 0.685 -0.823
3 C -0.031 0.083 0.598
4 C -0.309 -1.192 0.737
5 C -0.803 -2.390 0.869
6 H 1.430 1.134 -1.201
7 H -0.362 0.764 1.410

Calculated energy, -486.268051; -428.225183; -428.229795; -503.678046; -458.649108; -456.888291; -505.856936; -904.096486; -338.248233; -661.128143; -659.084166; -228.634909 hartree (same order as the records).
Calculated molecular weight, 238.0; 104.1; 104.1; 120.1; 115.1; 282.6; 191.0; 223.0; 94.1; 110.1; 123.1; 66.1 g mol⁻¹ (same order as the records).